Record 1
18
Properties=species:S:1:pos:R:3:nbo_charge:R:1 method="wB97M-V/def2-TZVPD" orbital_gap_ha=0.372 relative_energy_ev=3.201 multiplicity=1 homo_ev=-9.591
C 0.791 -0.928 1.045 -0.37
H -1.593 -1.343 -1.459 0.23
C -0.585 -1.061 0.396 0.29
H 0.298 1.679 -0.314 0.11
H -1.586 -1.007 2.042 0.34
H 0.062 -0.663 -1.610 0.21
H -0.164 -2.361 -1.237 0.24
H -1.636 1.425 -1.532 0.49
C -0.804 1.689 0.196 0.64
O -0.890 1.874 1.367 -0.57
H 2.310 1.809 0.212 0.24
H 0.872 -1.349 2.035 0.24
O -1.864 1.606 -0.612 -0.68
H 3.061 0.586 -0.855 0.23
N -1.656 -1.208 1.048 -0.60
C -0.577 -1.365 -1.074 -0.68
C 1.714 -0.182 0.525 0.16
C 2.247 0.799 -0.174 -0.53



Record 2
19
Properties=species:S:1:pos:R:3:nbo_charge:R:1 method="wB97M-V/def2-TZVPD" orbital_gap_ha="0.225 / 0.248" relative_energy_ev=1.745 multiplicity=3 homo_ev="-5.334 / -9.427"
N 3.638 0.943 -0.333 -0.63
H 1.550 -1.401 0.763 0.23
H -1.741 0.608 1.557 0.47
H -1.305 1.701 -0.826 0.19
C -0.409 -0.339 -0.932 -0.64
O -2.004 0.677 0.664 -0.72
H -0.347 -1.076 -0.137 0.21
C 0.318 1.494 0.500 -0.09
H 0.490 0.892 1.543 0.17
H 3.903 -2.247 0.837 0.21
O 1.469 1.416 -0.300 -0.44
C 2.395 -0.818 0.478 -0.39
H 0.562 -0.278 -1.396 0.23
H 0.333 2.490 0.954 0.21
C 2.415 0.527 -0.019 0.49
H -1.003 -0.618 -1.771 0.23
S 4.788 -0.224 -0.173 0.67
C -0.898 0.939 -0.243 0.07
C 3.653 -1.330 0.496 -0.46



Record 3
21
Properties=species:S:1:pos:R:3:nbo_charge:R:1 method="wB97M-V/def2-TZVPD" orbital_gap_ha=0.312 relative_energy_ev=0.457 total_charge=-1 multiplicity=1 homo_ev=-5.079
C -0.443 -0.382 0.346 0.06
H -0.975 0.990 1.695 0.21
C -0.553 0.047 1.686 -0.66
C -1.234 1.608 -1.270 -0.65
H 1.089 -2.148 1.000 0.21
C -0.130 0.766 -0.611 -0.01
C 1.124 1.034 -0.785 -0.54
H 0.299 -0.078 2.167 0.26
H -1.242 2.588 -0.651 0.21
H -2.136 1.095 -1.393 0.22
H -1.115 -0.779 2.190 0.23
P 2.306 -0.119 0.074 2.18
H -0.975 1.874 -2.312 0.22
H 0.900 -1.905 -0.761 0.23
N -1.488 -1.348 -0.126 0.53
O -1.640 -1.549 -1.335 -0.43
H 1.436 1.904 -1.416 0.21
O 2.644 0.510 1.370 -1.17
O -2.217 -1.916 0.638 -0.40
O 3.369 -0.751 -0.744 -1.16
C 0.981 -1.440 0.237 -0.73



Copy entry 3 word for word.
21
Properties=species:S:1:pos:R:3:nbo_charge:R:1 method="wB97M-V/def2-TZVPD" orbital_gap_ha=0.312 relative_energy_ev=0.457 total_charge=-1 multiplicity=1 homo_ev=-5.079
C -0.443 -0.382 0.346 0.06
H -0.975 0.990 1.695 0.21
C -0.553 0.047 1.686 -0.66
C -1.234 1.608 -1.270 -0.65
H 1.089 -2.148 1.000 0.21
C -0.130 0.766 -0.611 -0.01
C 1.124 1.034 -0.785 -0.54
H 0.299 -0.078 2.167 0.26
H -1.242 2.588 -0.651 0.21
H -2.136 1.095 -1.393 0.22
H -1.115 -0.779 2.190 0.23
P 2.306 -0.119 0.074 2.18
H -0.975 1.874 -2.312 0.22
H 0.900 -1.905 -0.761 0.23
N -1.488 -1.348 -0.126 0.53
O -1.640 -1.549 -1.335 -0.43
H 1.436 1.904 -1.416 0.21
O 2.644 0.510 1.370 -1.17
O -2.217 -1.916 0.638 -0.40
O 3.369 -0.751 -0.744 -1.16
C 0.981 -1.440 0.237 -0.73